{"formula": "C2H6N2OS", "method": "ωB97M-V with the def2-TZVPD basis set", "symbols": ["C", "N", "S", "C", "N", "O", "H", "H", "H", "H", "H", "H"], "positions_angstrom": [[1.07, 0.30, 0.81], [0.25, 0.54, -0.34], [0.44, 1.83, -1.39], [-0.74, -0.37, -0.62], [-0.88, -1.50, 0.13], [-1.63, -0.09, -1.38], [1.75, -0.53, 0.57], [1.64, 1.17, 1.11], [0.44, -0.03, 1.65], [-0.53, 2.68, -0.95], [-0.14, -1.99, 0.58], [-1.68, -2.02, -0.17]], "spin_multiplicity": 1, "homo_energy_ev": -9.28, "energy_ev": -18034.1489, "e_above_lowest_kj_mol": 63.3, "largest_force_ha_per_bohr": 0.0375, "lumo_ev": 0.70, "charge": 0, "smiles": "CN(S)C(N)=O"}

---

{"formula": "C2H6N2P", "method": "ωB97M-V with the def2-TZVPD basis set", "symbols": ["C", "C", "N", "N", "P", "H", "H", "H", "H", "H", "H"], "positions_angstrom": [[-0.72, 0.96, -0.22], [0.12, -1.21, -0.24], [-0.97, -0.31, -0.14], [0.59, 1.30, -0.03], [1.71, -0.12, 0.01], [-1.54, 1.69, -0.09], [-0.15, -1.88, 0.48], [-0.08, -1.67, -1.20], [-1.85, -0.76, -0.30], [1.00, 2.20, -0.17], [1.88, -0.22, 1.91]], "spin_multiplicity": 1, "homo_energy_ev": -13.99, "energy_ev": -14431.6248, "e_above_lowest_kj_mol": 153.0, "largest_force_ha_per_bohr": 0.0687, "lumo_ev": -4.28, "charge": 1}

---

{"formula": "C2H6N2S", "method": "ωB97M-V with the def2-TZVPD basis set", "symbols": ["H", "N", "C", "N", "S", "C", "H", "H", "H", "H", "H"], "positions_angstrom": [[1.75, 0.89, 1.00], [1.33, 0.34, 0.29], [0.12, 0.55, 0.57], [-0.43, 1.46, 1.43], [-1.21, -0.18, -0.41], [-0.19, -1.26, -1.51], [0.06, 1.40, 2.35], [-1.41, 1.30, 1.61], [-0.83, -1.59, -2.30], [0.22, -2.12, -0.93], [0.60, -0.78, -2.10]], "spin_multiplicity": 1, "homo_energy_ev": -9.03, "energy_ev": -15986.3034, "e_above_lowest_kj_mol": 47.8, "largest_force_ha_per_bohr": 0.0675, "lumo_ev": 0.73, "charge": 0, "smiles": "[H]/N=C(\\N)SC"}

---

{"formula": "C2H6N2S", "method": "ωB97M-V with the def2-TZVPD basis set", "symbols": ["C", "N", "C", "N", "S", "H", "H", "H", "H", "H", "H"], "positions_angstrom": [[-1.39, -0.93, -0.11], [-0.51, 0.16, 0.31], [0.86, 0.02, 0.09], [1.44, 1.30, 0.00], [1.81, -1.39, 0.07], [-1.73, -1.28, 0.98], [-2.30, -0.62, -0.63], [-0.79, -1.83, -0.43], [-0.61, 1.09, -0.08], [0.86, 2.08, 0.20], [2.35, 1.40, -0.40]], "spin_multiplicity": 1, "homo_energy_ev": -8.41, "energy_ev": -15986.0753, "e_above_lowest_kj_mol": 69.8, "largest_force_ha_per_bohr": 0.0916, "lumo_ev": 0.77, "charge": 0, "smiles": "CNC(N)=S"}

---

{"formula": "C2H6N2S2", "method": "ωB97M-V with the def2-TZVPD basis set", "symbols": ["H", "N", "C", "N", "S", "S", "C", "H", "H", "H", "H", "H"], "positions_angstrom": [[-0.46, -1.45, -1.80], [-0.46, -0.49, -1.44], [0.23, -0.44, -0.33], [0.87, -1.53, 0.21], [1.75, -1.68, 1.60], [0.25, 0.89, 0.72], [-1.19, 1.80, 0.10], [0.83, -2.38, -0.37], [2.65, -0.74, 1.26], [-1.22, 2.08, -0.95], [-1.16, 2.70, 0.69], [-2.09, 1.23, 0.32]], "spin_multiplicity": 1, "homo_energy_ev": -8.72, "energy_ev": -26821.0362, "e_above_lowest_kj_mol": 75.1, "largest_force_ha_per_bohr": 0.0592, "lumo_ev": 0.63, "charge": 0, "smiles": "[H]/N=C(\\NS)SC"}

---

{"formula": "C2H6N3O", "method": "ωB97M-V with the def2-TZVPD basis set", "symbols": ["H", "N", "N", "C", "C", "N", "O", "H", "H", "H", "H", "H"], "positions_angstrom": [[-0.15, -2.59, -0.05], [-0.37, -1.66, -0.50], [-0.82, -0.97, 0.51], [-1.09, 0.36, 0.12], [0.33, 1.14, -0.26], [1.35, 0.28, -0.55], [1.89, -0.34, 0.57], [-1.69, 0.71, 0.99], [-1.61, 0.59, -0.85], [0.20, 1.69, -1.24], [0.58, 1.90, 0.52], [1.38, -1.11, 0.72]], "spin_multiplicity": 1, "homo_energy_ev": [-1.69, -1.70], "energy_ev": -8684.4630, "e_above_lowest_kj_mol": 299.6, "largest_force_ha_per_bohr": 0.0560, "lumo_ev": [4.72, 4.72], "charge": -1, "smiles": "[H]/N=N/CC[N-]O"}

---

{"formula": "C2H6N3O", "method": "ωB97M-V with the def2-TZVPD basis set", "symbols": ["C", "C", "N", "N", "N", "O", "H", "H", "H", "H", "H", "H"], "positions_angstrom": [[1.11, 0.70, -0.17], [-0.66, 2.57, 0.26], [1.41, 1.80, 0.48], [0.00, 0.06, -0.36], [0.04, -1.36, -0.52], [0.42, 2.57, 0.90], [2.04, 0.16, -0.40], [-1.40, 3.19, 0.50], [-0.88, 2.05, -0.67], [-0.65, -1.68, -1.24], [-0.19, -1.86, 0.35], [1.05, -1.55, -0.73]], "spin_multiplicity": 1, "homo_energy_ev": [-13.71, -13.71], "energy_ev": -8676.3837, "e_above_lowest_kj_mol": 659.3, "largest_force_ha_per_bohr": 0.0835, "lumo_ev": [-5.08, -5.08], "charge": 1}

---

{"formula": "C2H6N3O2", "method": "ωB97M-V with the def2-TZVPD basis set", "symbols": ["C", "C", "N", "N", "N", "O", "O", "H", "H", "H", "H", "H", "H"], "positions_angstrom": [[1.37, -1.53, 0.25], [0.91, 1.32, -0.18], [-1.29, 0.86, 0.19], [-0.25, 0.72, -0.59], [-2.43, 0.19, -0.03], [-2.60, -0.28, -1.15], [-3.32, 0.29, 0.81], [2.08, -2.27, 0.69], [1.09, -1.44, -0.76], [0.49, -1.65, 0.93], [0.76, 2.14, 0.48], [1.55, 0.19, 0.31], [1.64, 1.46, -0.95]], "spin_multiplicity": 1, "homo_energy_ev": [-2.77, -3.52], "energy_ev": -10729.9446, "e_above_lowest_kj_mol": 897.9, "largest_force_ha_per_bohr": 0.0882, "lumo_ev": [3.48, 3.94], "charge": -1}

---

{"formula": "C2H6N3O2", "method": "ωB97M-V with the def2-TZVPD basis set", "symbols": ["C", "C", "N", "N", "N", "O", "O", "H", "H", "H", "H", "H", "H"], "positions_angstrom": [[-0.90, -0.31, -0.47], [-0.36, 0.35, 0.75], [3.01, -0.01, 0.52], [2.07, 0.37, -0.23], [0.51, 1.49, 0.51], [0.18, 2.19, -0.45], [3.98, -0.53, -0.02], [-1.07, 0.50, -1.25], [-0.22, -1.04, -0.96], [-1.84, -0.81, -0.43], [-1.21, 0.81, 1.25], [0.29, -0.25, 1.55], [1.97, 0.23, -1.29]], "spin_multiplicity": 1, "homo_energy_ev": [-3.49, -3.49], "energy_ev": -10732.0364, "e_above_lowest_kj_mol": 696.0, "largest_force_ha_per_bohr": 0.0580, "lumo_ev": [4.08, 4.08], "charge": -1}

---

{"formula": "C2H6N3O2", "method": "ωB97M-V with the def2-TZVPD basis set", "symbols": ["C", "C", "N", "N", "N", "O", "O", "H", "H", "H", "H", "H", "H"], "positions_angstrom": [[-1.23, 0.01, 0.84], [2.99, 0.06, -0.45], [-0.93, 1.21, 0.35], [-0.65, -1.18, 0.55], [-0.11, 1.47, -0.75], [3.65, -0.84, -0.37], [-0.31, -1.31, -0.76], [-1.64, -0.14, 1.92], [0.05, 0.69, -1.48], [-1.33, 2.00, 0.83], [-0.95, -1.97, 1.08], [-0.07, -2.23, -1.03], [0.53, 2.24, -0.74]], "spin_multiplicity": 1, "homo_energy_ev": [-13.47, -13.47], "energy_ev": -10725.9316, "e_above_lowest_kj_mol": 290.7, "largest_force_ha_per_bohr": 0.0667, "lumo_ev": [-4.18, -4.18], "charge": 1}

---

{"formula": "C2H6N3O2", "method": "ωB97M-V with the def2-TZVPD basis set", "symbols": ["C", "C", "N", "N", "N", "O", "O", "H", "H", "H", "H", "H", "H"], "positions_angstrom": [[-0.60, -0.11, -0.63], [2.51, 1.28, 2.00], [-1.71, -0.86, -0.56], [0.48, -0.33, 0.21], [-0.47, 0.67, -1.70], [2.65, 2.09, 2.77], [0.05, -1.14, 1.25], [-1.83, -1.46, 0.24], [-2.30, -0.81, -1.37], [1.32, 0.31, 0.44], [0.34, 1.21, -2.05], [-1.17, 0.81, -2.31], [0.75, -1.65, 1.71]], "spin_multiplicity": 1, "homo_energy_ev": -14.50, "energy_ev": -10728.3684, "e_above_lowest_kj_mol": 55.6, "largest_force_ha_per_bohr": 0.0879, "lumo_ev": -3.10, "charge": 1}

---

{"formula": "C2H6N3O2S", "method": "ωB97M-V with the def2-TZVPD basis set", "symbols": ["N", "C", "O", "N", "S", "N", "C", "O", "H", "H", "H", "H", "H", "H"], "positions_angstrom": [[-2.74, 0.11, -0.74], [-1.59, -0.19, -0.10], [-1.32, -1.28, 0.33], [-0.58, 0.87, -0.19], [-0.33, 2.32, -0.98], [0.84, 0.32, 0.43], [1.32, -0.68, 1.05], [2.60, -0.73, 1.24], [-3.29, -0.78, -1.01], [-2.83, 0.91, -1.26], [-0.78, 3.30, 0.05], [1.58, 0.90, 0.14], [0.58, -1.50, 1.29], [2.89, -1.54, 1.77]], "spin_multiplicity": 1, "homo_energy_ev": -14.55, "energy_ev": -21562.6464, "e_above_lowest_kj_mol": 38.5, "largest_force_ha_per_bohr": 0.0882, "lumo_ev": -4.07, "charge": 1, "smiles": "NC(=O)N(S)/[NH+]=C/O"}

---

{"formula": "C2H6N3O3", "method": "ωB97M-V with the def2-TZVPD basis set", "symbols": ["C", "O", "C", "N", "N", "N", "O", "O", "H", "H", "H", "H", "H", "H"], "positions_angstrom": [[-0.35, 1.19, 1.70], [-0.62, 0.41, 0.53], [0.31, -0.06, -0.24], [0.20, -0.78, -1.27], [-1.10, -1.17, -1.78], [1.93, 0.03, 0.19], [2.61, 0.58, -0.59], [2.13, -0.49, 1.23], [-1.26, 1.14, 2.29], [-0.15, 2.22, 1.42], [0.48, 0.78, 2.28], [-1.80, -1.34, -1.03], [-1.46, -0.47, -2.44], [-0.93, -2.05, -2.30]], "spin_multiplicity": 1, "homo_energy_ev": -15.24, "energy_ev": -12771.6881, "e_above_lowest_kj_mol": 81.0, "largest_force_ha_per_bohr": 0.0638, "lumo_ev": -4.12, "charge": 1, "smiles": "CO/C(=N\\[NH3+])[N+](=O)[O-]"}

---

{"formula": "C2H6N3S2", "method": "ωB97M-V with the def2-TZVPD basis set", "symbols": ["C", "C", "N", "N", "N", "S", "S", "H", "H", "H", "H", "H", "H"], "positions_angstrom": [[-1.12, 0.68, 0.09], [1.57, -0.03, -0.08], [0.46, -0.60, -0.05], [-2.25, 0.16, 0.00], [-2.35, -1.23, 0.18], [2.91, -1.16, -0.01], [1.91, 1.74, 0.04], [-0.88, 1.76, 0.05], [-3.11, 0.60, -0.05], [-2.57, -1.59, -0.73], [-1.44, -1.64, 0.54], [3.82, -0.41, 0.68], [3.05, 1.71, -0.66]], "spin_multiplicity": 1, "homo_energy_ev": -13.67, "energy_ev": -28300.6288, "e_above_lowest_kj_mol": 481.0, "largest_force_ha_per_bohr": 0.0913, "lumo_ev": -5.33, "charge": 1}

---

{"formula": "C2H6N4", "method": "ωB97M-V with the def2-TZVPD basis set", "symbols": ["C", "C", "N", "N", "N", "N", "H", "H", "H", "H", "H", "H"], "positions_angstrom": [[0.43, -0.19, -1.33], [-1.24, -1.77, -0.53], [0.95, 3.10, 0.56], [0.90, 2.39, 1.43], [0.76, 1.64, 2.37], [-0.31, -0.64, -0.43], [0.75, -0.66, -2.25], [0.80, 0.83, -1.20], [-1.43, -2.36, 0.45], [-2.27, -1.45, -0.87], [-0.82, -2.41, -1.28], [1.46, 1.52, 3.07]], "spin_multiplicity": 1, "homo_energy_ev": -8.95, "energy_ev": -8128.1876, "e_above_lowest_kj_mol": 376.8, "largest_force_ha_per_bohr": 0.0481, "lumo_ev": 1.18, "charge": 0}

---

{"formula": "C2H6N4", "method": "ωB97M-V with the def2-TZVPD basis set", "symbols": ["C", "C", "N", "N", "N", "N", "H", "H", "H", "H", "H", "H"], "positions_angstrom": [[0.05, 1.21, 0.31], [1.29, -0.27, -0.36], [-0.58, -1.35, 0.46], [-0.82, 0.50, 1.04], [-1.66, -0.34, 0.22], [0.24, -1.12, -0.57], [-2.41, -0.65, 0.83], [-0.24, -0.98, -1.46], [-0.24, 1.57, -0.68], [0.67, 1.87, 0.90], [1.85, -0.45, 0.55], [1.85, 0.02, -1.24]], "spin_multiplicity": 1, "homo_energy_ev": [-8.90, -8.90], "energy_ev": -8126.0228, "e_above_lowest_kj_mol": 585.7, "largest_force_ha_per_bohr": 0.0215, "lumo_ev": [0.56, 0.56], "charge": 0}

---

{"formula": "C2H6N4O", "method": "ωB97M-V with the def2-TZVPD basis set", "symbols": ["C", "O", "N", "N", "N", "C", "N", "H", "H", "H", "H", "H", "H"], "positions_angstrom": [[-2.03, 1.19, 0.07], [-1.63, -0.19, -0.02], [-0.14, -0.23, -0.12], [0.58, 0.67, -0.71], [1.74, 0.42, -0.69], [1.94, -0.73, 0.14], [0.67, -1.23, 0.51], [-3.17, 1.02, 0.38], [-1.97, 1.50, -1.07], [-1.46, 1.72, 0.88], [2.54, -1.40, -0.46], [2.56, -0.58, 0.97], [0.37, -2.15, 0.12]], "spin_multiplicity": 1, "homo_energy_ev": -8.02, "energy_ev": -10172.8696, "e_above_lowest_kj_mol": 693.9, "largest_force_ha_per_bohr": 0.0987, "lumo_ev": 0.96, "charge": 0, "smiles": "CON1N=NCN1"}

---

{"formula": "C2H6N4O", "method": "ωB97M-V with the def2-TZVPD basis set", "symbols": ["N", "N", "C", "C", "N", "N", "O", "H", "H", "H", "H", "H", "H"], "positions_angstrom": [[-2.02, -0.41, -0.26], [-0.97, -1.31, -0.40], [0.27, -1.00, -0.09], [0.73, 0.31, 0.13], [1.99, 0.75, 0.51], [-0.36, 1.49, -0.02], [0.06, 2.67, -0.01], [-2.86, -0.84, 0.09], [-1.58, 0.55, 0.00], [-1.10, -2.27, -0.66], [0.96, -1.87, -0.02], [2.07, 1.78, 0.41], [2.82, 0.16, 0.32]], "spin_multiplicity": 1, "homo_energy_ev": [-7.04, -7.10], "energy_ev": -10174.2732, "e_above_lowest_kj_mol": 558.5, "largest_force_ha_per_bohr": 0.0723, "lumo_ev": [-0.14, 0.53], "charge": 0, "smiles": "NN/C=C(/N)N=O"}

---

{"formula": "C2H6N4O2", "method": "ωB97M-V with the def2-TZVPD basis set", "symbols": ["H", "N", "C", "N", "O", "N", "C", "N", "O", "H", "H", "H", "H", "H"], "positions_angstrom": [[0.50, -1.31, -2.28], [-0.48, -1.22, -1.82], [-0.44, -0.26, -0.88], [-1.43, 0.09, -0.25], [-2.59, -0.57, -0.45], [0.83, 0.30, -0.58], [1.56, 0.90, 0.56], [1.44, 0.89, 1.88], [0.19, 0.05, 2.16], [-1.14, 0.26, 0.73], [-2.33, -1.24, -1.06], [1.40, 0.08, -1.45], [2.73, 1.34, 0.47], [-0.23, 0.69, 2.98]], "spin_multiplicity": 1, "homo_energy_ev": -8.91, "energy_ev": -12220.5426, "e_above_lowest_kj_mol": 589.5, "largest_force_ha_per_bohr": 0.2094, "lumo_ev": 0.36, "charge": 0, "smiles": "[H]/N=C(/NO)N/C=N\\O"}